{
  "formula": "C30H39FN6O11P2S2Sn",
  "method": "ωB97M-V/def2-TZVPD",
  "homo_lumo_gap_ev": 6.8,
  "multiplicity": 1,
  "relative_energy_kj_mol": 49.2,
  "total_charge": -2,
  "max_force_ev_per_a": 0.5,
  "species": ["Sn", "N", "N", "C", "N", "S", "H", "H", "H", "H", "H", "O", "P", "O", "O", "O", "P", "O", "O", "O", "H", "H", "O", "C", "O", "C", "C", "C", "C", "C", "C", "C", "C", "C", "N", "H", "H", "H", "H", "H", "H", "O", "S", "C", "C", "C", "C", "C", "C", "C", "C", "C", "C", "C", "C", "C", "C", "H", "H", "H", "H", "H", "H", "H", "H", "H", "H", "H", "H", "H", "H", "C", "N", "C", "C", "O", "N", "C", "C", "H", "H", "H", "H", "H", "H", "H", "H", "H", "H", "H", "H", "F"],
  "coordinates": [[-0.02612, -1.22536, -0.51950], [2.52926, -2.11981, -2.79301], [3.42067, -1.36524, -3.56383], [3.86768, -0.14469, -3.25868], [4.71142, 0.39635, -4.21860], [3.46023, 0.70003, -1.88922], [2.82406, -2.08826, -1.81749], [1.61582, -1.66488, -2.87616], [3.50214, -1.68141, -4.51671], [5.27640, -0.26393, -4.73152], [5.21787, 1.19245, -3.86984], [-2.20633, -3.61180, -3.64821], [-2.65290, -2.18578, -3.05832], [-4.12612, -2.09579, -3.01443], [-1.86740, -1.87101, -1.81206], [-2.07976, -1.17414, -4.23335], [-0.51097, -1.14793, -4.67064], [-0.64616, -0.16081, -5.96335], [-0.13248, -2.52560, -5.11497], [0.32386, -0.42944, -3.66767], [-1.37457, -3.52056, -4.16766], [-1.20734, -0.59555, -6.61441], [4.33018, -2.02924, 1.39224], [3.16006, -1.67811, 1.17793], [2.33704, -2.16145, 0.36110], [2.64490, -0.51553, 2.05576], [3.47300, -0.08106, 3.12837], [3.01223, 0.86766, 3.98334], [1.72536, 1.42321, 3.77532], [1.15208, 2.38326, 4.64193], [-0.09404, 2.88415, 4.39061], [-0.80933, 2.46009, 3.24953], [-0.28082, 1.53483, 2.39431], [0.99629, 0.97612, 2.65071], [1.46823, 0.00068, 1.81701], [4.44255, -0.54818, 3.22248], [3.60500, 1.20441, 4.82867], [1.72100, 2.71160, 5.50617], [-0.53111, 3.61823, 5.05842], [-1.78725, 2.87996, 3.04448], [-0.81534, 1.18832, 1.52285], [0.02737, 1.40310, -0.81446], [0.06812, 2.00688, -2.18341], [-1.66933, 1.97629, -2.76141], [-2.61796, 2.48946, -1.72974], [-2.92254, 1.71055, -0.61169], [-3.73610, 2.21513, 0.38997], [-4.27277, 3.49247, 0.28780], [-4.00418, 4.26160, -0.83555], [-3.18264, 3.75909, -1.83560], [0.22904, 3.83287, -1.90945], [0.81587, 4.11756, -0.56317], [0.08017, 4.80384, 0.39495], [0.62886, 5.07769, 1.64049], [1.90821, 4.64231, 1.94788], [2.63660, 3.92743, 1.00557], [2.09647, 3.67115, -0.24353], [-1.82601, 0.92204, -2.98817], [-1.69118, 2.54034, -3.69624], [-2.53844, 0.70358, -0.53017], [-3.95467, 1.59495, 1.25055], [-4.90739, 3.88239, 1.07496], [-4.43633, 5.25052, -0.93703], [-2.97618, 4.35986, -2.71587], [-0.73520, 4.32309, -2.03123], [0.90237, 4.15468, -2.70676], [-0.93551, 5.10916, 0.16723], [0.04093, 5.60335, 2.38353], [2.32488, 4.82829, 2.92946], [3.61965, 3.54498, 1.25093], [2.66032, 3.09157, -0.96715], [-2.33750, -3.85007, 2.95276], [-2.01866, -4.09791, 1.56037], [-2.97183, -3.52702, 0.61493], [-0.71521, -4.22214, 1.15409], [-0.28735, -3.72514, 0.11959], [0.11165, -4.96592, 1.99075], [-0.38378, -6.20739, 2.55180], [1.51123, -5.03113, 1.59562], [-2.64108, -2.80554, 3.07521], [-1.46988, -4.02934, 3.58186], [-3.16066, -4.49170, 3.28663], [-3.95806, -3.94581, 0.82987], [-2.68194, -3.77428, -0.40078], [-2.99717, -2.43939, 0.68935], [-1.46585, -6.18938, 2.63899], [0.04637, -6.37571, 3.54360], [-0.10448, -7.05668, 1.91375], [1.83117, -4.08468, 1.16679], [1.67360, -5.81439, 0.84432], [2.11238, -5.25925, 2.47853], [-1.39469, -0.93915, 0.96766]],
  "forces_ev_per_angstrom": [[0.04, -0.32, -0.16], [0.03, -0.03, 0.03], [0.06, 0.01, 0.07], [-0.16, 0.03, -0.17], [-0.01, -0.03, -0.01], [0.12, 0.04, 0.16], [0.02, 0.01, 0.01], [0.04, -0.02, -0.03], [0.03, -0.05, 0.02], [0.01, 0.00, 0.01], [0.00, 0.01, 0.00], [0.02, -0.01, 0.04], [-0.20, -0.11, -0.46], [0.04, 0.07, 0.01], [0.20, 0.26, 0.30], [0.04, 0.01, 0.29], [0.05, -0.08, -0.17], [0.00, 0.03, 0.02], [-0.11, 0.02, 0.00], [-0.20, 0.06, -0.05], [0.01, 0.08, 0.06], [0.03, -0.03, 0.00], [0.02, -0.02, 0.06], [-0.02, 0.03, -0.14], [0.05, 0.03, 0.12], [-0.04, 0.00, -0.01], [0.00, 0.02, 0.01], [-0.01, -0.01, -0.01], [0.00, 0.00, 0.00], [0.00, 0.01, -0.01], [0.01, 0.01, 0.00], [-0.01, 0.01, 0.00], [0.02, -0.04, 0.01], [0.00, -0.01, -0.01], [0.02, -0.03, 0.03], [0.00, -0.01, 0.00], [0.00, 0.01, 0.00], [0.00, 0.00, 0.01], [0.00, 0.00, 0.00], [-0.01, 0.00, -0.02], [-0.02, -0.01, -0.02], [-0.16, 0.00, 0.15], [0.07, -0.01, -0.21], [0.07, 0.03, 0.06], [-0.08, -0.01, -0.01], [-0.01, 0.01, -0.08], [-0.02, 0.01, 0.02], [0.01, 0.01, 0.01], [-0.01, 0.01, 0.00], [0.04, 0.02, 0.01], [0.00, -0.05, -0.06], [0.03, 0.06, 0.06], [0.02, 0.01, -0.02], [-0.01, -0.01, 0.02], [-0.01, 0.00, 0.00], [-0.02, -0.01, 0.00], [0.01, 0.00, -0.02], [-0.01, -0.06, -0.03], [-0.02, 0.00, 0.00], [0.04, -0.07, 0.02], [0.01, 0.00, 0.01], [-0.01, 0.00, 0.00], [0.01, 0.00, 0.00], [-0.02, 0.00, 0.00], [0.02, 0.00, 0.05], [-0.02, 0.02, -0.01], [-0.01, 0.00, 0.00], [0.00, 0.00, 0.00], [0.00, 0.00, 0.02], [0.01, 0.00, 0.00], [-0.01, 0.04, 0.02], [-0.03, 0.02, -0.03], [0.00, 0.01, 0.01], [-0.01, 0.00, 0.00], [0.05, 0.04, 0.17], [-0.04, -0.03, -0.05], [-0.07, -0.05, -0.18], [0.00, 0.05, 0.05], [0.01, 0.02, 0.01], [0.02, 0.00, 0.00], [0.01, 0.01, 0.01], [0.00, 0.00, 0.00], [-0.01, -0.01, 0.00], [0.01, -0.02, 0.00], [-0.01, -0.02, -0.01], [0.00, -0.02, 0.00], [0.01, 0.00, -0.01], [0.00, 0.00, 0.00], [0.01, 0.03, 0.02], [-0.01, -0.02, 0.01], [0.01, 0.00, -0.01], [0.03, 0.03, -0.01]]
}

{
  "formula": "C30H39MgN5O",
  "method": "ωB97M-V/def2-TZVPD",
  "homo_lumo_gap_ev": [2.5, 2.5],
  "multiplicity": 1,
  "total_charge": -2,
  "max_force_ev_per_a": 7.5,
  "species": ["Mg", "N", "N", "C", "C", "C", "C", "H", "H", "H", "C", "C", "H", "H", "H", "C", "C", "H", "H", "H", "C", "H", "H", "H", "C", "H", "H", "H", "C", "H", "C", "H", "C", "H", "C", "H", "C", "C", "H", "C", "C", "H", "C", "H", "N", "C", "C", "C", "H", "C", "C", "H", "H", "H", "C", "H", "C", "C", "H", "H", "H", "C", "H", "H", "H", "C", "N", "C", "N", "O", "H", "H", "H", "H", "H", "H"],
  "coordinates": [[-0.31939, -0.43404, 0.30671], [0.37231, -4.01230, 3.54375], [-0.93326, -2.74217, -2.04965], [0.78338, 2.01721, -0.60260], [1.86670, 1.15779, -0.26889], [1.82508, 0.92995, 1.13419], [2.80082, 0.16889, 1.94194], [3.72129, -0.03158, 1.37971], [2.39053, -0.80437, 2.23475], [3.02878, 0.65714, 2.89752], [0.67283, 1.58580, 1.65508], [0.33709, 1.74596, 3.08517], [0.55400, 2.75747, 3.44594], [0.91631, 1.05520, 3.70109], [-0.71982, 1.56033, 3.28139], [0.01078, 2.22909, 0.57313], [-1.17690, 3.09749, 0.71532], [-1.88430, 2.68092, 1.44485], [-1.71155, 3.20973, -0.23576], [-0.91414, 4.11114, 1.06067], [2.93509, 0.68954, -1.17879], [3.81703, 1.35089, -1.15813], [2.59323, 0.64111, -2.22013], [3.27635, -0.31814, -0.90175], [0.59217, 2.69151, -1.90646], [-0.44832, 3.00974, -2.04049], [0.84278, 2.02205, -2.73900], [1.22481, 3.58914, -2.00814], [-0.50692, -4.85354, 4.01348], [-0.34102, -5.11965, 5.04895], [-1.55560, -5.34327, 3.22104], [-2.18012, -6.11635, 3.64828], [-1.73847, -4.79938, 1.95435], [-2.47699, -5.24350, 1.31280], [-0.98153, -3.70711, 1.53686], [-0.98378, -3.30058, 0.51994], [0.01832, -3.32370, 2.45363], [1.07870, -2.35530, 2.51168], [1.47112, -2.35019, 1.47442], [-0.89562, -1.42466, -2.11196], [0.18728, -3.14204, -2.68183], [0.86903, -3.97427, -2.46648], [0.16865, -2.37880, -3.81816], [0.45281, -2.69105, -4.81228], [-0.53035, -1.22584, -3.44806], [-0.64758, -0.01629, -4.10301], [0.39332, 0.31480, -4.97467], [0.19251, 1.44914, -5.76350], [0.92000, 1.67387, -6.55162], [-0.93115, 2.24921, -5.56673], [-1.15289, 3.38613, -6.48925], [-1.70903, 4.17356, -5.98572], [-1.71363, 3.07887, -7.37619], [-0.18396, 3.75806, -6.82002], [-1.83550, 1.99274, -4.52431], [-2.68851, 2.65785, -4.35496], [-1.68703, 0.85642, -3.72097], [-2.61419, 0.62174, -2.55763], [-3.09876, -0.36206, -2.58571], [-3.41829, 1.37355, -2.57829], [-2.15064, 0.73993, -1.55535], [1.68156, -0.44448, -5.00873], [1.55996, -1.51557, -5.18817], [2.27529, -0.35008, -4.08086], [2.29292, -0.10995, -5.85120], [-0.68102, -1.24195, 4.27036], [-1.97557, -1.57289, 3.68917], [-2.46587, -1.02225, 2.56691], [-3.75823, -1.28023, 2.23709], [-1.79314, -0.29284, 1.75931], [0.13738, -1.30253, 3.48482], [-0.39826, -1.96759, 5.04066], [-0.66065, -0.22319, 4.64362], [-2.65004, -2.01261, 4.30960], [-4.10936, -0.81245, 1.42552], [-4.37510, -1.82109, 2.82722]],
  "forces_ev_per_angstrom": [[0.87, 0.00, 0.62], [-1.69, -1.88, 3.00], [2.14, -0.59, 7.21], [-0.25, -0.75, 0.56], [-0.66, 0.37, 0.78], [-0.77, 0.59, -0.19], [0.37, -0.57, 0.23], [0.05, 0.22, 0.17], [0.05, 0.06, 0.03], [0.23, 0.20, -0.20], [0.62, -0.19, -1.06], [-0.06, -0.06, 0.49], [0.03, 0.18, 0.01], [-0.09, 0.00, -0.04], [-0.08, -0.05, 0.05], [0.69, -0.53, -0.15], [-0.52, 0.42, 0.05], [0.06, 0.07, -0.09], [0.00, 0.03, 0.09], [-0.09, -0.03, -0.01], [0.51, -0.28, -0.38], [-0.03, -0.09, -0.06], [0.04, 0.03, 0.14], [-0.04, 0.19, -0.10], [-0.18, 0.03, -0.53], [0.13, -0.01, -0.10], [-0.07, 0.19, -0.01], [-0.07, -0.08, 0.01], [-0.52, -0.49, -0.55], [-0.10, -0.81, 0.24], [-0.24, -0.19, 1.72], [-0.29, -0.10, -0.22], [0.39, 0.83, -0.99], [-0.32, -0.08, -0.39], [-0.40, -1.72, 0.28], [-0.33, 0.03, 0.32], [3.93, 1.90, -0.78], [-0.87, 1.04, -3.55], [0.44, 0.47, -1.08], [-3.05, 0.15, -0.46], [-1.17, -1.64, -3.87], [-1.01, -0.21, -0.12], [1.59, -0.29, -0.43], [0.05, 0.34, 0.28], [0.84, 0.36, 0.05], [0.77, -0.33, 0.99], [-0.69, 0.90, -0.58], [-0.07, -0.40, 0.29], [-0.21, 0.18, 0.31], [-0.12, -0.29, 0.29], [-0.06, 0.36, -0.29], [0.00, 0.24, -0.11], [-0.05, 0.06, -0.05], [-0.06, 0.29, -0.11], [0.51, -0.46, -0.13], [0.35, -0.09, -0.02], [0.12, 0.41, -0.80], [-0.79, 0.55, 0.41], [0.35, 0.14, 0.09], [0.05, 0.06, -0.29], [-0.08, -0.18, -0.89], [0.81, -0.38, -0.76], [0.25, 0.76, 0.11], [-0.42, 0.02, -0.33], [0.09, 0.46, 0.09], [0.34, 0.70, 0.34], [-0.76, 0.45, 0.09], [1.53, 0.44, -0.88], [-0.50, -0.19, 0.46], [-0.91, -0.92, 0.95], [-0.39, -0.21, 0.42], [-0.30, 0.10, -0.25], [-0.36, 0.18, 0.48], [0.27, 0.03, -0.46], [-0.03, -0.07, -0.10], [0.26, 0.13, -0.28]]
}

{
  "formula": "C30H39MnN3O",
  "method": "ωB97M-V/def2-TZVPD",
  "homo_lumo_gap_ev": [1.9, 5.1],
  "multiplicity": 6,
  "relative_energy_kj_mol": 89.4,
  "total_charge": -2,
  "max_force_ev_per_a": 4.2,
  "species": ["Mn", "N", "N", "C", "C", "C", "C", "H", "H", "H", "C", "C", "H", "H", "H", "C", "C", "H", "H", "H", "C", "H", "H", "H", "C", "H", "H", "H", "C", "H", "C", "H", "C", "H", "C", "H", "C", "C", "H", "C", "C", "H", "C", "H", "N", "C", "C", "C", "H", "C", "C", "H", "H", "H", "C", "H", "C", "C", "H", "H", "H", "C", "H", "H", "H", "C", "C", "O", "H", "H", "H", "H", "H", "H"],
  "coordinates": [[-0.12373, 0.11305, 0.09922], [3.14850, -1.10315, -0.27094], [1.04066, 2.56912, -0.59116], [-2.01654, -0.61539, 0.63753], [-1.84569, 0.71985, 1.16773], [-0.67866, 0.71692, 2.02006], [-0.16548, 1.86926, 2.80782], [-0.67127, 2.79500, 2.50930], [0.91315, 2.01408, 2.66502], [-0.34144, 1.71461, 3.88397], [-0.16234, -0.63298, 2.06284], [0.99528, -1.11750, 2.86575], [0.65757, -1.67206, 3.75545], [1.61988, -0.28434, 3.21300], [1.63328, -1.78877, 2.27198], [-0.99365, -1.45660, 1.22604], [-0.86823, -2.93035, 1.09098], [0.18415, -3.22549, 0.96445], [-1.43353, -3.29754, 0.22578], [-1.24630, -3.45700, 1.98285], [-2.78023, 1.86560, 1.00735], [-3.34087, 2.05596, 1.93735], [-3.50889, 1.67764, 0.21031], [-2.23519, 2.78838, 0.76338], [-3.09815, -1.06569, -0.27810], [-2.73148, -1.87167, -0.93061], [-3.42580, -0.24311, -0.92802], [-3.98266, -1.43686, 0.26502], [4.13733, -1.69440, -0.94965], [4.49023, -2.65065, -0.55104], [4.69338, -1.15700, -2.11910], [5.48738, -1.69894, -2.62487], [4.21806, 0.06726, -2.58567], [4.61481, 0.51989, -3.49378], [3.24515, 0.72757, -1.84177], [2.88735, 1.72229, -2.10288], [2.72125, 0.10679, -0.68915], [1.69873, 0.74063, 0.15680], [2.05281, 1.13511, 1.11276], [0.15680, 1.65526, -1.00685], [0.72442, 3.76709, -1.19313], [1.25580, 4.67262, -0.96017], [-0.30284, 3.56440, -2.07975], [-0.77445, 4.22523, -2.78271], [-0.64079, 2.22030, -2.00938], [-1.52166, 1.52420, -2.89051], [-2.86707, 1.90549, -2.94004], [-3.74059, 1.11148, -3.69169], [-4.80058, 1.36683, -3.70419], [-3.28659, 0.01042, -4.41564], [-4.23545, -0.82421, -5.22777], [-4.10343, -1.89056, -5.00614], [-4.07013, -0.69201, -6.30609], [-5.27204, -0.54734, -5.01062], [-1.92264, -0.30472, -4.39902], [-1.55527, -1.15212, -4.98326], [-1.00932, 0.48411, -3.68888], [0.47155, 0.28741, -3.86020], [0.94480, 1.12593, -4.39611], [0.67651, -0.62141, -4.44401], [0.99026, 0.19618, -2.89500], [-3.40656, 3.11886, -2.25543], [-3.61920, 3.90937, -2.99044], [-2.73325, 3.53747, -1.50548], [-4.36065, 2.87649, -1.76877], [0.51429, -4.15099, -2.73787], [0.94102, -2.83007, -2.13758], [-0.20063, -1.99318, -1.84584], [1.39738, -4.77711, -2.88355], [0.03465, -3.99872, -3.71163], [-0.17659, -4.67940, -2.07230], [1.45924, -2.96487, -1.18131], [1.60736, -2.27945, -2.81933], [-0.49157, -1.59962, -2.68671]],
  "forces_ev_per_angstrom": [[1.76, 0.52, -1.80], [1.04, -0.66, -0.34], [-1.28, 2.32, -0.50], [0.19, -0.18, 1.56], [0.25, -0.95, 0.68], [-1.33, -0.87, 0.40], [0.12, 0.20, 0.15], [0.14, -0.11, 0.06], [-0.16, 0.04, 0.00], [0.03, 0.11, -0.10], [-0.66, -0.07, -0.40], [0.26, -0.22, 0.17], [0.04, 0.06, -0.03], [-0.10, -0.16, -0.14], [-0.11, 0.24, 0.14], [-0.98, 0.82, 0.76], [0.17, -0.44, -0.20], [-0.21, -0.01, -0.02], [0.18, 0.06, 0.13], [0.04, 0.11, -0.11], [-0.08, 0.38, -0.21], [0.07, -0.07, -0.17], [0.15, 0.07, 0.13], [-0.15, -0.12, -0.03], [-0.23, -0.13, -0.35], [-0.19, 0.21, 0.11], [0.04, -0.22, 0.06], [0.16, 0.05, -0.10], [-0.20, 0.59, -0.45], [-0.04, 0.18, -0.14], [0.07, -0.52, 0.31], [-0.08, 0.07, -0.06], [-0.32, 0.26, 0.41], [0.02, -0.10, 0.14], [0.34, -0.36, -0.38], [0.01, -0.28, 0.01], [-0.76, 0.76, 1.24], [2.52, -3.09, 1.25], [0.21, -0.15, -0.15], [-0.78, 0.61, -1.44], [-0.72, -0.46, -0.71], [0.04, 0.18, -0.07], [0.42, 0.17, -0.25], [-0.06, 0.13, -0.20], [0.64, 1.00, 0.18], [0.01, 0.45, 0.43], [0.19, -0.85, -0.30], [0.35, 0.10, -0.34], [0.20, -0.09, -0.09], [-0.17, -0.39, 0.46], [-0.14, 0.03, -0.03], [-0.05, 0.15, -0.12], [0.02, -0.05, 0.16], [0.07, -0.11, -0.09], [0.23, 0.68, 0.03], [-0.15, 0.25, 0.02], [-0.61, -0.02, -0.13], [0.48, -0.25, 0.26], [-0.28, -0.12, 0.16], [-0.09, 0.18, 0.06], [-0.20, 0.04, -0.34], [-0.38, 0.36, 0.33], [0.07, -0.16, 0.10], [-0.08, -0.17, -0.10], [0.15, 0.08, -0.09], [0.05, -0.05, -0.08], [-0.49, 0.66, 0.26], [0.37, -0.35, -0.48], [0.02, -0.11, -0.07], [-0.01, -0.08, 0.15], [0.05, 0.12, -0.12], [-0.07, 0.06, -0.23], [0.06, -0.21, 0.21], [-0.07, -0.12, 0.47]]
}